167
Properties=species:S:1:pos:R:3 method="wB97M-V/def2-TZVPD" gap_ev=8.5 e_lumo_ev=0.62 homo_energy_ev=-7.84 multiplicity=1 smiles=CC1(C)CCCC(C)(C)N1O.CC1(C)CCCC(C)(C)N1O.CC1(C)CCCC(C)(C)N1O.CC1(C)CCCC(C)(C)N1O.CC1(C)CCCC(C)(C)N1O.COC[C@H](C)N
O 1.850 -0.074 -7.316
O -2.508 0.635 -0.809
O -1.611 -1.037 7.903
O 5.649 0.019 1.064
O -3.531 -7.055 -2.176
O -1.322 3.460 -1.132
N -1.152 0.018 7.100
N 5.146 0.829 2.129
N -3.989 -6.118 -3.113
N 0.673 0.047 -6.559
N -0.209 -1.287 1.328
N -0.357 3.703 -0.126
C -1.813 2.988 1.661
C -4.440 -5.583 -5.448
C -1.716 -0.486 -6.311
C -0.368 -0.942 -6.890
C 5.963 -0.543 4.069
C 0.991 -1.063 6.261
C 3.381 2.133 3.022
C -0.005 -2.333 -6.408
C -1.914 -4.765 -2.930
C -0.948 4.161 1.136
C -1.306 -1.373 5.123
C 1.490 2.173 -5.705
C -1.831 1.642 8.797
C 1.842 4.733 0.352
C -0.230 0.793 5.048
C -0.290 2.325 6.954
C -3.889 -6.653 -4.493
C -0.523 -0.332 0.293
C -4.051 -3.815 -3.843
C -3.459 0.243 -1.774
C 2.921 -0.285 2.415
C -1.606 0.053 -4.880
C -1.825 5.439 1.062
C 1.350 5.135 1.741
C -0.378 -0.461 5.948
C -2.506 -7.104 -4.943
C -4.932 -7.791 -4.552
C 7.435 1.113 2.904
C 5.538 1.900 4.293
C 0.183 -0.751 -0.992
C 0.733 4.494 -0.672
C -0.687 1.147 7.898
C 0.344 5.895 -1.220
C 3.690 0.989 2.080
C -0.573 -0.990 -8.420
C 0.141 4.317 2.195
C -3.977 -4.263 -1.456
C 4.013 2.103 4.393
C -0.568 1.196 -4.774
C 0.549 1.906 5.761
C -2.035 -0.356 0.071
C -3.818 -4.198 -5.334
C 5.981 0.807 3.311
C 3.291 1.410 0.647
C 0.795 0.851 -5.341
C 1.385 3.714 -1.839
C 0.527 0.910 8.822
C 1.590 0.065 -4.282
C -3.436 -4.763 -2.798
H 6.764 -0.816 4.759
H 0.981 2.809 -6.431
H 0.608 2.782 5.109
H 3.746 2.956 5.015
H 5.932 -1.331 3.311
H 0.954 -2.613 -6.846
H -2.247 5.596 0.073
H -5.187 -7.920 -5.603
H -5.513 -5.434 -5.309
H -0.747 -1.698 4.242
H -1.503 -4.559 -3.914
H -0.160 0.685 0.491
H -2.411 -0.124 1.080
H -1.945 -7.479 -4.079
H 1.850 2.784 -1.504
H 0.852 -1.875 6.983
H -2.551 0.456 -4.514
H 1.872 -0.108 2.189
H -1.012 1.987 -5.384
H 0.478 1.293 9.840
H -1.480 -4.069 -2.204
H -1.585 -2.280 5.662
H 2.615 -0.099 -4.614
H 0.275 -1.527 -8.851
H -2.487 -1.275 7.581
H -2.423 -1.315 -6.250
H -0.526 1.517 -3.734
H 3.209 -1.117 1.762
H 3.584 1.241 4.920
H -5.805 -7.580 -3.936
H -1.138 2.134 1.783
H 1.701 0.563 -8.025
H 3.535 3.120 2.577
H 2.298 2.068 3.209
H -2.512 -7.943 -5.637
H -3.218 -0.729 -2.216
H 2.526 3.877 0.393
H -5.064 -4.297 -1.506
H -2.205 -0.829 4.844
H 2.231 1.697 0.632
H -1.413 6.307 1.576
H 1.269 -0.629 -0.920
H 6.110 2.833 4.248
H -3.723 -2.791 -3.648
H 1.164 6.503 -1.600
H -1.427 -0.793 -4.207
H -0.190 6.469 -0.466
H 0.278 0.616 4.095
H -0.047 -0.003 -1.758
H -4.544 -8.717 -4.119
H 0.767 -1.507 1.448
H -4.307 -7.413 -1.730
H -3.595 -3.270 -1.232
H 0.520 -0.166 9.073
H 0.675 3.439 -2.619
H 7.636 2.166 2.705
H -1.451 -1.616 -8.586
H -1.861 -6.287 -5.267
H -2.125 0.892 9.533
H -3.633 -4.948 -0.676
H 1.376 -1.647 5.420
H 8.123 0.798 3.693
H -5.141 -3.820 -3.756
H 1.573 0.702 -3.394
H -1.516 -5.725 -2.589
H 2.039 5.124 2.587
H -1.204 1.235 4.830
H 1.689 -0.325 6.636
H -0.675 -0.024 -8.910
H -0.192 4.681 3.173
H 0.081 -2.256 -5.323
H 2.516 5.513 -0.009
H -1.458 2.508 9.351
H -2.745 -4.274 -5.538
H 2.124 4.377 -2.293
H 3.151 -0.678 3.408
H -2.687 5.225 1.705
H 5.848 1.648 5.317
H 0.083 3.146 7.572
H -2.435 -1.342 -0.174
H -3.434 0.979 -2.576
H 2.499 2.025 -6.098
H -4.222 -5.931 -6.464
H -1.423 2.501 -1.045
H -0.110 -1.751 -1.307
H 6.014 0.709 0.499
H 3.746 2.384 0.448
H -2.765 1.979 8.340
H 1.571 1.607 5.989
H 1.481 1.009 8.309
H 5.072 -0.597 4.702
H -0.755 -3.077 -6.680
H -4.469 0.209 -1.357
H 3.452 0.640 -0.100
H -4.231 -3.528 -6.086
H -2.099 0.302 -6.963
H -0.536 -1.039 2.255
H -2.506 2.565 0.927
H 1.137 -0.904 -4.083
H -2.347 3.195 2.586
H 1.024 6.177 1.632
H -0.337 5.791 -2.071
H 1.649 2.775 -4.806
H 7.792 0.501 2.074
H 0.467 3.319 2.520
H -1.265 2.735 6.659



168
Properties=species:S:1:pos:R:3 method="wB97M-V/def2-TZVPD" gap_ev=6.2 e_lumo_ev=-7.64 charge=+4 homo_energy_ev=-13.83 multiplicity=1
Br 0.089 -2.462 -3.781
O -1.026 1.263 0.609
O 0.026 1.335 -1.263
O -0.592 -0.666 -0.445
N -0.895 3.411 -5.263
N -0.765 5.056 1.615
N 4.009 0.108 0.307
N -1.618 -2.043 3.300
N -5.376 0.061 -1.294
N 4.368 -6.316 1.669
C -3.177 -0.037 4.067
C 4.446 -7.809 1.072
C 3.882 1.553 -0.194
C -4.489 -2.354 -0.648
C -2.088 3.951 -7.350
C 1.561 2.408 -4.613
C 0.980 -5.310 -0.247
C -0.976 -3.989 4.564
C 2.189 1.023 -4.278
C -2.990 5.540 2.838
C -6.597 -0.219 -0.383
C 0.127 2.145 -5.320
C -4.696 2.053 -2.732
C -1.703 -3.175 2.306
C -2.346 4.735 1.677
C 2.540 -5.342 0.103
C -0.307 4.717 -5.930
C -1.695 -2.643 4.753
C -1.487 5.220 -6.766
C -1.302 -4.421 3.061
C -4.319 0.979 -0.507
C -0.595 0.703 -0.452
C 5.847 -7.753 3.175
C -5.760 0.947 -2.560
C -2.189 6.877 2.736
C 5.729 -8.360 1.748
C -1.303 3.616 -3.794
C -0.940 6.597 1.855
C 3.819 -1.203 -1.771
C 1.325 5.011 0.161
C -2.768 -0.970 2.991
C -3.657 -3.485 -1.037
C 2.443 -1.227 -1.169
C -0.289 -1.366 3.034
C 2.668 -0.536 0.216
C 4.614 0.805 4.196
C 2.812 -5.830 1.493
C -2.156 3.074 -6.088
C -0.002 4.324 2.706
C 4.737 0.126 1.711
C -4.695 -1.239 -1.715
C -0.126 4.697 0.264
C 4.748 -0.896 -0.599
C -3.660 1.817 -1.682
C -4.167 1.077 3.681
C 5.372 -5.311 1.124
C 4.775 -6.642 3.170
C 3.818 0.790 2.788
C 1.845 5.714 -1.102
H -1.272 -1.933 5.464
H 2.514 -1.276 1.001
H -3.163 2.731 -1.357
H 4.923 1.864 -0.108
H 3.493 -8.210 1.418
H -6.785 1.266 -2.377
H 2.124 -6.656 1.673
H 3.826 -6.933 3.620
H -5.455 -2.784 -0.383
H 6.415 -5.466 1.397
H 5.082 -0.897 1.859
H 0.587 4.422 -6.479
H 5.831 -8.566 3.901
H -3.758 0.200 0.008
H -4.053 1.981 -3.609
H 5.568 1.321 4.094
H -0.126 -1.164 1.975
H -5.416 -1.575 -2.460
H -2.214 0.342 4.409
H -2.964 4.087 -7.985
H 5.057 -4.312 1.425
H 3.856 -0.588 -2.671
H -3.646 -4.302 -0.315
H -4.042 5.651 2.574
H 5.026 -5.763 3.763
H -2.628 -3.253 -1.313
H -6.296 -0.507 0.624
H -4.366 1.634 4.596
H 5.690 -9.449 1.711
H -2.222 5.817 -6.226
H -5.184 0.820 3.384
H 1.436 5.682 1.013
H 3.077 1.233 -3.682
H 4.114 1.190 5.086
H 2.923 5.729 -1.257
H 1.479 0.563 -3.591
H 0.088 -4.098 4.772
H 1.709 -0.707 -1.785
H -2.731 -3.216 1.948
H 6.796 -7.223 3.254
H 0.420 -2.069 3.470
H 2.259 0.420 -5.184
H -1.148 -2.923 1.402
H -2.835 5.092 3.820
H -0.373 3.650 0.089
H -0.413 1.299 -4.895
H -2.458 -0.548 2.035
H 0.911 -4.927 -1.266
H 5.663 -0.376 -0.881
H -3.581 -0.617 4.896
H -3.081 3.247 -5.538
H -0.150 -0.787 -1.288
H 0.586 -6.324 -0.198
H -0.468 -0.473 3.634
H -7.187 -0.982 -0.890
H 1.390 5.186 -1.940
H 3.643 1.843 2.569
H -3.778 1.787 2.951
H 5.279 -5.289 0.038
H -0.561 4.262 -3.325
H -2.037 7.121 3.788
H 1.983 0.267 0.488
H -2.130 2.028 -6.395
H -0.686 5.368 -0.387
H 1.395 6.707 -1.075
H 3.180 2.151 0.387
H 3.570 1.464 -1.235
H -2.740 7.768 2.434
H -2.773 -2.719 4.896
H -1.405 3.541 -8.095
H -2.822 5.105 0.768
H 2.574 -4.957 2.101
H -3.863 -0.939 -2.351
H 2.180 3.002 -5.286
H -1.482 -4.585 5.324
H 4.907 -0.227 4.387
H 2.918 0.184 2.885
H 1.076 4.397 2.560
H 0.171 1.946 -6.391
H 4.080 -2.227 -2.036
H -2.516 3.667 1.817
H 3.004 -4.357 0.047
H -0.161 3.246 2.670
H -0.108 7.103 2.345
H -7.326 0.562 -0.167
H 0.000 5.495 -5.230
H -2.059 -5.206 3.060
H 0.361 -4.656 0.367
H -5.720 0.257 -3.403
H -1.303 2.604 -3.390
H -2.304 4.029 -3.664
H -1.137 6.916 0.832
H -3.670 -1.498 2.678
H 6.600 -8.087 1.154
H -2.881 1.183 -2.105
H 4.975 -1.756 0.032
H -4.962 1.490 0.210
H -4.055 -4.007 -1.907
H 2.988 -5.971 -0.666
H 4.635 -7.799 -0.002
H 2.067 -2.241 -1.033
H 1.930 4.110 0.265
H -0.190 4.679 3.719
H -5.017 3.091 -2.644
H -4.227 -1.931 0.322
H 5.692 0.635 1.584
H 1.290 2.894 -3.676
H -1.046 5.794 -7.581
H -0.384 -4.900 2.721



93
Properties=species:S:1:pos:R:3 method="wB97M-V/def2-TZVPD" gap_ev="4.6 / 2.6" e_lumo_ev="-3.01 / -6.58" charge=+1 homo_energy_ev="-7.61 / -9.22" multiplicity=3
Au -0.110 0.013 -1.840
I -6.399 6.511 1.331
I 6.142 6.813 0.974
I -5.467 -6.156 2.864
I 6.257 -7.113 -0.113
Se -0.114 -0.084 1.279
N -2.124 0.032 -1.721
N -0.102 -1.983 -1.856
N 0.821 -0.872 3.865
N 1.899 -0.013 -1.847
N -0.705 0.685 3.967
N -0.106 2.007 -1.836
C -0.772 4.184 -1.830
C 4.201 4.048 -1.784
C -4.444 4.145 -1.769
C -0.811 -4.144 -1.755
C 0.986 2.820 -1.728
C 0.015 -0.083 3.123
C 3.187 3.688 0.362
C 2.699 1.070 -1.568
C -3.591 -3.967 1.901
C -4.195 -0.605 -0.947
C -1.672 1.680 3.585
C -4.080 4.576 0.949
C 0.593 -0.600 5.183
C -5.096 5.228 0.267
C 2.715 -1.113 -1.785
C 3.279 -3.955 -0.246
C 3.261 3.394 -0.998
C 0.599 4.171 -1.749
C -2.934 1.131 -1.594
C -4.738 -5.078 0.098
C -1.185 -2.792 -1.666
C -4.482 -4.928 1.451
C 0.976 -2.824 -1.979
C -1.193 2.841 -1.846
C 1.772 -1.824 3.357
C -2.973 -3.144 0.983
C 5.031 5.007 -1.225
C 2.308 2.383 -1.506
C -3.222 -3.279 -0.382
C -4.239 0.730 -1.157
C 4.933 5.299 0.125
C 4.053 -0.710 -1.477
C 5.023 -5.510 -0.733
C -5.271 5.029 -1.091
C 3.304 -3.493 -1.562
C -2.531 2.448 -1.665
C -4.099 -4.260 -0.820
C 4.224 -4.038 -2.449
C -3.251 3.710 0.269
C 0.547 -4.167 -1.968
C 2.323 -2.431 -1.890
C 4.023 4.630 0.928
C -3.439 3.469 -1.092
C -0.353 0.367 5.246
C 4.140 -4.949 0.175
C 4.040 0.634 -1.329
C -2.457 -2.345 -1.235
C -2.876 -1.041 -1.302
C 5.075 -5.052 -2.039
H -4.589 3.989 -2.827
H -0.793 0.844 6.096
H 2.469 3.161 0.974
H 2.279 -2.299 4.195
H 1.274 5.000 -1.683
H 4.110 -5.291 1.198
H -4.300 -4.376 -1.875
H 2.580 -3.516 0.451
H 4.274 -3.688 -3.469
H 1.266 -2.586 2.762
H -2.461 3.184 0.788
H -1.482 -4.976 -1.664
H -3.376 -3.861 2.954
H -3.935 4.739 2.004
H -1.426 5.032 -1.859
H -4.979 -1.248 -0.598
H 4.846 1.292 -1.079
H -2.161 2.064 4.478
H 5.770 -5.492 -2.738
H -2.421 1.243 2.921
H -5.069 1.395 -1.020
H 5.747 5.527 -1.843
H -1.184 2.507 3.064
H 3.958 4.845 1.984
H 1.195 -5.017 -2.068
H 4.874 -1.388 -1.367
H 1.103 -1.109 5.973
H 4.281 3.820 -2.836
H -2.276 -2.383 1.311
H 2.510 -1.324 2.726
H -6.050 5.559 -1.621
H -5.429 -5.834 -0.241



Number 1: calculated total energy -2710.2810 hartree. Number 2: calculated total energy -5059.2288 hartree. Number 3: calculated total energy -5942.6077 hartree.